(1)
The following is a quantum chemistry calculation of a structure of composition C3H5NO2 in a non-equilibrium geometry, from OMol25.

Values from the calculation:
Charge   0
LUMO level   0.0113 hartree
Frontier orbital gap   0.3798 hartree
Energy above the lowest of the compared OMol25 structures with the same formula, charge and spin   2.937 eV

Last column: natural (NBO) charge in e.
Atoms and positions in Å:
C 1.52808 0.07839 0.31923  -0.301
N -0.26716 -0.21211 -0.11585  -0.526
C -0.65866 1.07258 -0.00188  0.510
O 0.18159 1.90486 0.28372  -0.599
C -1.24127 -1.21470 -0.43260  0.535
O -1.05066 -2.39623 -0.55964  -0.544
H 1.87087 -0.76570 -0.23478  0.196
H 1.50506 -0.01250 1.40335  0.214
H 2.11768 0.99034 0.06375  0.242
H -1.70354 1.36682 -0.15546  0.146
H -2.28198 -0.81175 -0.56986  0.127

Forces on atoms 1 to 2 (eV/Å):
C -0.677 -1.260 -0.257
N 0.951 0.731 0.150

=====

(2)
The following is a quantum chemistry calculation of a structure of composition C3H4IN3O2 in a non-equilibrium geometry, from OMol25.

Values from the calculation:
Charge   0
LUMO level   -0.0072 hartree
Frontier orbital gap   0.3123 hartree
Energy above the lowest of the compared OMol25 structures with the same formula, charge and spin   0.299 eV

Last column: natural (NBO) charge in e.
Atoms and positions in Å:
C -0.04340 -0.17577 -0.02098  0.311
C 1.00250 -0.52812 1.89609  0.727
C -0.42822 0.20383 -1.91625  0.111
N -0.85319 0.24378 0.87207  -0.318
N 1.10748 -0.73330 0.50441  -0.655
N -0.27014 -0.00916 2.04177  -0.441
O 1.71637 -0.81173 2.81221  -0.622
O -1.68002 0.11814 -2.22918  -0.691
I 0.42603 2.23559 -2.26710  0.033
H 0.05460 -0.57895 -2.38775  0.172
H 1.97000 -1.06651 -0.00202  0.443
H -0.68774 0.28467 2.90405  0.415
H -2.31428 0.81754 -2.20733  0.513

Forces on atoms 1 to 2 (eV/Å):
C -0.993 0.929 -4.123
C -1.175 -0.375 0.328